Entry from OMol25: a molecular structure, C16H20N3O4RuS3 at a distorted geometry (ωB97M-V/def2-TZVPD).

As for the HOMO-LUMO gap (spin up / spin down): 7.79 / 7.82 eV. For the total energy, the calculation gives -64650.680 eV. Its energy above the lowest of the compared OMol25 structures with the same formula, charge and spin is 68.64 kJ/mol. The spin multiplicity is 2. Its expectation value of S² is 0.757. The charge is +2.

Each line ends with the Löwdin charge.
Positions of all 47 atoms, in Å:
C  2.1020  2.4448  -0.0375  -0.44
S  -1.4080  -2.0865  0.3139  1.01
C  -2.6289  -0.1562  1.8244  -0.44
H  -3.2809  -1.3359  -2.3882  0.09
C  0.5136  -0.7819  2.7971  -0.58
C  2.1269  0.9213  3.8592  0.07
H  3.5666  2.4104  4.4074  0.14
S  -1.5025  1.0482  1.1229  0.95
H  2.0296  0.4810  4.8422  0.15
O  1.2900  1.9103  -0.7749  0.01
C  -2.9370  -1.3374  0.9324  -0.41
N  1.4460  -1.0426  -1.5665  -0.15
H  -3.6512  0.4155  -1.1661  0.08
C  3.0367  2.5262  2.3258  0.06
C  -2.8146  1.0730  -1.3810  -0.46
H  2.8035  -0.7673  -4.4844  0.14
C  2.0202  -2.2409  -1.6822  -0.11
H  -0.9680  -3.1661  -1.6631  0.08
H  -2.1122  -0.4850  2.7258  0.07
H  -3.6029  -1.1255  0.1013  0.08
C  -1.8507  -2.6163  -1.3358  -0.46
H  3.6847  3.3592  2.0934  0.14
O  0.6138  -1.4223  1.6359  -0.29
H  -3.4124  -2.1015  1.5511  0.11
O  2.8805  3.4456  -0.3676  0.20
C  1.3970  0.4037  2.7980  -0.17
H  -1.8810  -1.8234  -3.3191  0.09
C  2.2415  1.9671  1.3503  -0.16
S  -1.4356  0.0850  -2.0123  0.91
N  1.4481  0.9186  1.5824  0.05
H  -2.6671  -3.3373  -1.2543  0.11
H  1.4360  0.5698  -2.8214  0.13
H  -1.7190  2.6867  -0.4792  0.09
H  2.7395  3.7080  -1.2900  0.16
H  -3.1232  1.7451  -2.1818  0.10
C  2.4727  -1.1418  -3.5296  -0.05
C  2.9667  1.9898  3.6120  0.03
C  -2.4016  1.8873  -0.1864  -0.46
O  -0.2352  -1.0706  3.6915  0.15
H  3.2272  -3.1957  -3.2903  0.12
H  -3.2706  2.3499  0.2850  0.11
C  -2.2100  -1.5209  -2.3259  -0.44
H  -3.5415  0.3584  2.1304  0.11
Ru  0.2552  -0.2574  0.0420  0.98
N  1.7343  -0.3842  -2.7003  -0.01
H  1.9463  -2.9539  -0.8763  0.13
C  2.6756  -2.3539  -2.9102  -0.02